(1)
A cluster of 2 separate species, C4H11S2 in total in a non-equilibrium geometry, computed with ωB97M-V/def2-TZVPD.

Positions of all 17 atoms, in Å:
C -1.4648 2.7430 -1.3895
C -0.1177 2.6134 -0.6757
S 0.1645 0.9101 -0.1610
H -2.2410 2.6046 -0.6458
H -1.6194 1.9580 -2.1036
H -1.5726 3.6883 -1.8436
H -0.1314 3.3263 0.1633
H 0.7252 2.9004 -1.4079
C 1.4985 -2.3141 0.0799
C 0.4021 -2.0205 1.1543
S 0.1266 -3.3654 2.3721
H 1.3722 -3.3442 -0.3154
H 2.5332 -2.1519 0.4685
H 1.3447 -1.6024 -0.7529
H 0.6548 -1.1330 1.7669
H -0.5291 -1.7884 0.6265
H -1.1458 -3.0242 2.6638

Values from the calculation:
energy relative to the best compared isomer or geometry (same formula, charge and spin): 36.81 kJ/mol
HOMO: -0.092 Ha
energy: -25997.4558 eV
multiplicity: 1
net charge: -1
HOMO-LUMO gap: 5.64 eV
molar mass: 123.27 g/mol
LUMO level: 3.1385 eV



(2)
A structure of composition C9H10HfN4 in a non-equilibrium geometry, computed with ωB97M-V/def2-TZVPD.

Positions of all 24 atoms, in Å:
C 1.8678 1.1592 1.0026
C 1.5840 1.7588 -0.2666
C 1.7976 0.7761 -1.2864
C 2.2072 -0.4418 -0.6540
C 2.2161 -0.2186 0.7743
Hf -0.0795 -0.2094 -0.0777
N -1.1557 0.1234 1.5485
C -2.1506 0.9821 0.9820
C -1.4705 1.4613 -0.4090
H 1.6924 0.9522 -2.3599
H 1.2883 2.7975 -0.4158
H 2.4909 -1.3716 -1.1526
H 2.5917 -0.9001 1.5409
H 1.8913 1.6751 1.9627
H -1.0643 2.4675 -0.3938
H -2.4586 1.8055 1.6758
H -0.9877 -0.1362 2.5134
H -1.9589 1.2047 -1.3552
H -3.0053 0.2853 0.7103
N -0.7991 -1.9723 -0.8597
C -1.3929 -2.9826 -1.1152
N -2.1128 -3.9426 -1.4666
C -1.8992 -5.2229 -1.2530
N -1.7772 -6.3884 -1.0852

Values from the calculation:
HOMO: -0.323 Ha
energy: -16761.1576 eV
multiplicity: 1
net charge: 0
HOMO-LUMO gap: 8.68 eV
molar mass: 352.70 g/mol
LUMO level: -0.0993 eV